The following is a quantum chemistry calculation of a cluster of 3 separate species, C5H16O2 in total, from the OMol25 dataset.

**Multiplicity**: 1
**SMILES**: CCCCC.O.O
**Highest occupied orbital energy**: -10.8 eV
**E**: -9539.317 eV
**Charge**: 0
**LUMO**: 0.766 eV
**ΔE to the lowest compared entry with this formula, charge and spin**: 11.84 kcal/mol

Positions of all 23 atoms, in Å:
C (-1.893, 0.456, 2.151)
C (-1.206, 0.290, 0.781)
C (0.247, -0.132, 0.914)
C (0.873, -0.783, -0.309)
C (0.612, -2.291, -0.353)
H (-2.641, 1.241, 2.094)
H (-1.147, 0.771, 2.889)
H (-2.335, -0.472, 2.491)
H (-1.212, 1.264, 0.305)
H (-1.756, -0.414, 0.154)
H (0.831, 0.737, 1.236)
H (0.423, -0.760, 1.793)
H (0.499, -0.326, -1.230)
H (1.952, -0.622, -0.322)
H (1.115, -2.720, -1.215)
H (0.907, -2.801, 0.567)
H (-0.445, -2.478, -0.517)
O (-2.438, -0.098, -3.644)
H (-3.304, -0.507, -3.596)
H (-2.120, -0.115, -4.546)
O (4.374, 3.606, 0.288)
H (4.766, 2.776, 0.585)
H (3.899, 3.378, -0.516)

The following is a quantum chemistry calculation of a structure of composition C5H17AgN2O4Y, from the OMol25 dataset.

**Multiplicity**: 2
**Highest occupied orbital energy (spin up / spin down)**: -14.8 / -14.7 eV
**E**: -21651.449 eV
**Charge**: +2
**LUMO (spin up / spin down)**: -9.998 / -10.901 eV

Positions of all 30 atoms, in Å:
Ag (-1.647, -4.103, 0.643)
Y (1.557, -3.467, -0.109)
O (-0.141, -2.000, 0.295)
H (-0.529, -1.291, -0.255)
C (1.637, 0.955, -1.122)
C (1.586, 0.509, -2.632)
O (0.933, -0.797, -2.606)
H (2.294, 1.816, -0.993)
H (2.061, 0.225, -0.433)
H (0.636, 1.165, -0.745)
H (2.652, 0.503, -2.857)
H (1.069, 1.296, -3.181)
H (1.593, -1.397, -2.249)
C (-2.743, 0.125, 0.756)
C (-2.269, 0.330, -0.676)
O (-2.407, 1.683, -0.982)
H (-1.817, 0.052, 1.326)
H (-3.235, -0.817, 1.000)
H (-3.444, 0.839, 1.189)
H (-2.779, -0.262, -1.435)
H (-1.259, 0.035, -0.959)
H (-2.471, 1.799, -1.933)
C (1.478, 0.582, 2.458)
O (2.250, 1.116, 3.239)
N (1.517, -0.675, 2.268)
N (0.355, 1.165, 2.041)
H (2.217, -1.172, 2.799)
H (0.814, -1.106, 1.684)
H (0.216, 2.152, 2.209)
H (-0.125, 0.739, 1.262)

The following is a quantum chemistry calculation of a structure of composition C5H17AlNO6P2Se4Te, from the OMol25 dataset.

**Multiplicity**: 1
**Highest occupied orbital energy**: -3.8 eV
**E**: -313101.017 eV
**Charge**: -1
**LUMO**: 2.066 eV
**ΔE to the lowest compared entry with this formula, charge and spin**: 3.00 kcal/mol

Positions of all 37 atoms, in Å:
Al (0.154, 0.876, -1.927)
N (0.791, 2.641, 2.009)
C (0.262, 1.253, 1.666)
C (-0.008, 0.504, 2.959)
P (1.529, 0.421, 0.570)
O (2.208, 1.768, -0.058)
O (2.512, -0.293, 1.395)
O (0.740, -0.299, -0.536)
P (-1.285, 1.715, 0.721)
O (-2.324, 0.527, 0.872)
O (-1.729, 2.955, 1.410)
O (-0.867, 1.798, -0.732)
H (1.280, 2.654, 2.900)
H (-0.060, 3.249, 2.003)
H (1.431, 2.924, 1.255)
H (0.913, 0.401, 3.536)
H (-0.354, -0.502, 2.735)
H (-0.777, 1.010, 3.547)
H (2.056, 1.988, -1.003)
H (-2.318, -0.045, 0.083)
Se (0.528, 3.785, -2.625)
Se (-0.432, 2.889, -4.539)
Se (-2.323, 1.728, -3.871)
Se (-1.575, -0.372, -3.059)
C (-1.910, -4.201, 1.581)
Te (-0.862, -2.562, 0.667)
C (0.019, -3.807, -0.823)
H (-1.248, -4.790, 2.212)
H (-2.351, -4.836, 0.815)
H (-2.707, -3.781, 2.196)
H (-0.730, -4.518, -1.161)
H (0.895, -4.321, -0.438)
H (0.304, -3.156, -1.648)
C (1.821, 0.671, -3.001)
H (1.561, 0.664, -4.059)
H (2.219, -0.326, -2.765)
H (2.638, 1.388, -2.890)

The following is a quantum chemistry calculation of a structure of composition C5H17FeO10PPd, from the OMol25 dataset.

**Multiplicity**: 7
**Highest occupied orbital energy (spin up / spin down)**: -9.0 / -7.3 eV
**E**: -73077.138 eV
**Charge**: 0
**LUMO (spin up / spin down)**: -3.620 / -3.662 eV

Positions of all 35 atoms, in Å:
Fe (-1.594, -24.462, 4.877)
Pd (-2.079, -22.917, -0.743)
O (-1.273, -21.464, 2.682)
H (-0.496, -20.945, 2.398)
P (-1.704, -27.623, 0.042)
O (-0.597, -28.402, 0.810)
O (-3.123, -28.276, 0.061)
O (-1.227, -26.752, -1.173)
O (-2.099, -26.559, 1.011)
C (0.500, -18.704, -2.037)
C (1.341, -19.877, -2.521)
O (1.206, -21.057, -1.749)
O (-0.881, -19.133, -2.050)
H (0.726, -17.725, -2.460)
H (0.695, -18.681, -0.965)
H (2.390, -19.590, -2.601)
H (1.037, -20.058, -3.552)
H (1.795, -21.719, -2.119)
H (-1.334, -18.543, -1.443)
C (3.548, -21.557, 4.532)
C (3.142, -20.545, 5.596)
O (2.070, -19.688, 5.148)
O (2.712, -22.769, 4.576)
H (4.593, -21.847, 4.426)
H (3.467, -21.157, 3.521)
H (3.927, -19.891, 5.974)
H (2.717, -21.014, 6.483)
H (1.375, -20.206, 4.736)
H (2.943, -23.445, 3.935)
C (-2.899, -14.801, 1.820)
O (-3.491, -14.730, 0.550)
H (-2.394, -15.730, 2.083)
H (-2.210, -13.957, 1.800)
H (-3.681, -14.820, 2.579)
H (-3.778, -13.827, 0.396)

The following is a quantum chemistry calculation of a cluster of 2 separate species, C5H17N2O in total, from the OMol25 dataset.

**Multiplicity**: 2
**Highest occupied orbital energy (spin up / spin down)**: -2.6 / -9.4 eV
**E**: -10484.720 eV
**Charge**: 0
**LUMO (spin up / spin down)**: 0.664 / 0.571 eV
**ΔE to the lowest compared entry with this formula, charge and spin**: 36.35 kcal/mol

Positions of all 25 atoms, in Å:
C (1.812, 0.827, 1.840)
C (0.472, 0.602, 1.093)
C (0.123, -0.908, 1.208)
C (-1.057, -1.357, 0.292)
C (0.131, -2.435, -1.655)
N (-0.680, -1.342, -1.124)
N (0.713, 1.004, -0.347)
H (2.661, 0.436, 1.270)
H (1.715, 0.288, 2.800)
H (1.921, 1.857, 2.186)
H (-0.357, 1.195, 1.463)
H (-0.076, -1.103, 2.269)
H (0.970, -1.526, 0.883)
H (-1.339, -2.360, 0.627)
H (-1.913, -0.716, 0.497)
H (-0.449, -3.337, -1.895)
H (0.557, -2.208, -2.636)
H (0.930, -2.662, -0.956)
H (-1.350, -0.995, -1.791)
H (0.412, 0.306, -1.114)
H (1.755, 1.045, -0.444)
H (0.288, 1.850, -0.754)
H (-2.090, 2.836, -0.307)
H (-1.065, 3.787, -0.837)
O (-1.392, 2.881, -0.999)

The following is a quantum chemistry calculation of a cluster of 2 separate species, C5H17N2O in total, from the OMol25 dataset.

**Multiplicity**: 1
**Highest occupied orbital energy**: -12.2 eV
**E**: -10481.675 eV
**Charge**: +1
**LUMO**: -2.972 eV
**ΔE to the lowest compared entry with this formula, charge and spin**: 29.04 kcal/mol

Positions of all 25 atoms, in Å:
C (-1.192, -0.105, -1.476)
C (-0.860, 0.665, -0.218)
C (0.243, 0.294, 0.774)
C (1.473, -0.354, 0.102)
C (2.639, 0.665, 0.072)
N (2.328, 1.887, -0.609)
N (-2.244, 0.514, 0.628)
H (-0.850, -1.147, -1.491)
H (-2.202, -0.161, -1.886)
H (-0.564, 0.240, -2.305)
H (-0.849, 1.742, -0.353)
H (0.465, 1.201, 1.337)
H (-0.111, -0.417, 1.533)
H (1.738, -1.264, 0.636)
H (1.227, -0.618, -0.928)
H (3.394, 0.080, -0.483)
H (3.023, 0.854, 1.077)
H (2.698, 2.141, -1.509)
H (2.410, 2.686, -0.007)
H (-2.218, -0.382, 1.119)
H (-2.304, 1.211, 1.364)
H (-2.929, 0.552, -0.111)
H (-1.711, -3.623, 0.143)
H (-1.656, -3.557, 1.707)
O (-1.952, -3.106, 0.885)

The following is a quantum chemistry calculation of a cluster of 2 separate species, C5H17N2O in total, from the OMol25 dataset.

**Multiplicity**: 1
**Highest occupied orbital energy**: -13.6 eV
**E**: -10482.930 eV
**Charge**: +1
**LUMO**: -2.617 eV
**ΔE to the lowest compared entry with this formula, charge and spin**: 0.10 kcal/mol

Positions of all 25 atoms, in Å:
N (-0.198, 0.318, -2.678)
C (0.041, 1.443, -1.780)
C (0.884, 0.985, -0.612)
N (0.300, -0.277, -0.047)
C (-1.676, -1.560, 0.542)
C (-1.079, -0.173, 0.592)
C (-0.895, 0.343, 2.006)
H (0.482, 0.242, -3.422)
H (0.245, -0.913, -0.845)
H (-1.138, 0.260, -3.036)
H (-0.905, 1.809, -1.387)
H (0.567, 2.262, -2.286)
H (0.874, 1.751, 0.164)
H (1.907, 0.745, -0.908)
H (0.979, -0.572, 0.671)
H (-2.732, -1.514, 0.780)
H (-1.177, -2.264, 1.199)
H (-1.672, -1.989, -0.465)
H (-1.641, 0.490, -0.055)
H (0.029, 0.005, 2.472)
H (-0.925, 1.438, 2.058)
H (-1.715, 0.020, 2.647)
H (3.105, -1.365, 2.135)
H (3.558, -0.662, 0.852)
O (2.783, -0.823, 1.405)

The following is a quantum chemistry calculation of a cluster of 2 separate species, C5H17N2O in total, from the OMol25 dataset.

**Multiplicity**: 1
**Highest occupied orbital energy**: -11.4 eV
**E**: -10481.257 eV
**Charge**: +1
**LUMO**: -3.308 eV
**ΔE to the lowest compared entry with this formula, charge and spin**: 38.68 kcal/mol

Positions of all 25 atoms, in Å:
C (0.920, -1.044, 1.457)
C (0.596, 0.129, 0.517)
C (-0.875, 0.163, 0.033)
C (-1.837, 0.532, 1.143)
C (-3.759, -0.788, 0.325)
N (-3.229, 0.499, 0.776)
N (1.496, -0.100, -0.709)
H (0.235, -1.074, 2.295)
H (1.844, -0.688, 1.933)
H (0.938, -2.054, 1.026)
H (0.935, 1.032, 1.031)
H (-1.037, -0.812, -0.468)
H (-1.128, 0.832, -0.809)
H (-1.756, 0.097, 2.148)
H (-1.569, 1.592, 1.361)
H (-3.403, -0.989, -0.685)
H (-3.436, -1.618, 0.956)
H (-4.831, -0.688, 0.299)
H (-3.705, 1.328, 0.466)
H (2.389, -0.270, -0.249)
H (1.510, 0.709, -1.327)
H (1.118, -0.910, -1.199)
H (5.747, 0.194, -3.463)
H (6.018, 1.247, -2.481)
O (5.283, 0.666, -2.753)

The following is a quantum chemistry calculation of a cluster of 3 separate species, C5H17N2O3 in total, from the OMol25 dataset.

**Multiplicity**: 1
**Highest occupied orbital energy**: -4.6 eV
**E**: -14582.424 eV
**Charge**: -1
**LUMO**: 3.688 eV
**ΔE to the lowest compared entry with this formula, charge and spin**: 40.77 kcal/mol

Positions of all 27 atoms, in Å:
N (0.497, 2.094, -0.777)
C (-0.341, 0.936, -0.225)
C (-0.934, 0.108, -1.377)
C (0.095, -0.923, -2.133)
O (1.406, -0.542, -2.137)
C (-1.587, 1.695, 0.505)
N (-1.859, 1.233, 1.861)
C (-1.878, -0.211, 1.926)
H (1.403, 1.683, -1.165)
H (-0.074, 2.600, -1.465)
H (0.287, 0.287, 0.408)
H (-1.470, 0.758, -2.025)
H (-1.732, -0.588, -0.970)
H (-0.110, -1.054, -3.217)
H (-0.146, -1.868, -1.605)
H (-1.274, 2.756, 0.603)
H (-2.562, 1.371, -0.005)
H (-1.238, 1.663, 2.489)
H (-0.932, -0.719, 1.971)
H (-2.407, -0.680, 0.935)
H (-2.618, -0.556, 2.833)
H (2.447, -0.094, 0.531)
H (1.913, -0.570, -1.203)
O (2.056, -0.817, 0.167)
H (1.161, -3.289, 1.812)
H (1.899, -2.009, 1.187)
O (1.896, -2.719, 1.860)

The highest charge belongs to which entry? C5H17AgN2O4Y

What is the formula in the ninth record? C5H17N2O3

What is the charge in the fourth record? 0